1.
A cluster of 3 separate species, C35H30F4I2N2O6S in total at a distorted geometry, computed with wB97M-V/def2-TZVPD.

Calculated values
HOMO-LUMO gap: 7.8 eV
SMILES: CC(=O)OCCCCCc1c(F)c2c(c(/C(I)=C(/C)I)c1S(=O)(=O)F)C(=O)N(c1cccnc1)C2=O.Fc1ccccc1.Fc1ccccc1
charge: 0

XYZ file:
```
80
Properties=species:S:1:pos:R:3:lowdin_charge:R:1
C 6.34888 1.54509 1.72158 0.021
C 7.06007 2.08282 0.51809 -0.534
O 8.09717 1.63750 0.11347 0.127
O 6.44076 3.13671 -0.10242 -0.032
C 6.06925 2.83344 -1.46386 -0.175
C 5.12795 3.91709 -1.96723 -0.170
C 4.32273 3.44975 -3.19707 -0.187
C 3.08568 2.57739 -2.86126 -0.164
C 1.79979 3.32738 -3.31931 -0.123
C 0.52149 2.87213 -2.64230 -0.075
C 0.16064 1.52967 -2.78145 -0.143
F 0.89318 0.71833 -3.54405 0.132
C -0.97020 1.03451 -2.18595 0.034
C -1.75905 1.86587 -1.41350 -0.061
C -1.44961 3.19065 -1.22687 -0.284
C -2.32600 3.97817 -0.30902 -0.774
I -4.03789 4.87398 -1.11466 1.020
C -2.03282 4.05260 0.98133 -0.754
C -2.79095 4.81253 2.03072 -0.169
I -0.33777 2.99350 1.68600 0.987
C -0.31846 3.70988 -1.88971 -0.154
S 0.06605 5.43226 -1.76403 0.652
O -0.98730 6.16572 -1.16303 -0.270
O 0.60132 5.91538 -2.98733 -0.232
F 1.24420 5.39217 -0.73527 -0.140
C -2.91971 1.06654 -0.88620 -0.331
O -3.80314 1.42030 -0.16238 0.131
N -2.77432 -0.19850 -1.46788 0.110
C -3.54461 -1.32211 -1.03921 -0.161
C -3.80036 -1.52979 0.30802 0.015
C -4.58651 -2.61149 0.66172 -0.068
C -5.07984 -3.42447 -0.34556 -0.148
N -4.83197 -3.25263 -1.64040 0.086
C -4.07970 -2.20484 -1.96180 -0.065
C -1.59997 -0.33777 -2.22231 -0.313
O -1.21891 -1.31858 -2.78484 0.173
H 7.00630 0.82369 2.20179 0.087
H 6.13619 2.33497 2.44230 0.090
H 5.42804 1.05045 1.42706 0.087
H 5.57894 1.85628 -1.52434 0.133
H 6.97404 2.83962 -2.07232 0.130
H 4.45983 4.27166 -1.18143 0.118
H 5.73234 4.76713 -2.29354 0.116
H 4.00751 4.34371 -3.73678 0.108
H 4.98589 2.88370 -3.85434 0.113
H 3.18942 1.62643 -3.37457 0.104
H 3.00327 2.39265 -1.78671 0.120
H 2.00085 4.37259 -3.13225 0.073
H 1.69911 3.20522 -4.39998 0.143
H -3.56952 4.16923 2.44567 0.091
H -3.21040 5.72458 1.61326 0.049
H -2.12772 5.09149 2.84822 0.055
H -3.39226 -0.85080 1.04469 0.119
H -4.81399 -2.78161 1.70380 0.103
H -5.71195 -4.26542 -0.07430 0.109
H -3.87642 -2.04028 -3.01514 0.124
F 2.32654 -1.22468 -0.26900 0.048
C 1.61148 -1.87108 0.67929 -0.284
C 1.99020 -3.14318 1.05348 -0.011
C 1.24555 -3.79766 2.02301 -0.079
C 0.13454 -3.18448 2.58506 -0.101
C -0.22853 -1.90396 2.18725 -0.078
C 0.52292 -1.23201 1.23199 -0.027
H 2.85095 -3.60748 0.59076 0.119
H 1.52975 -4.79366 2.33427 0.108
H -0.44933 -3.70411 3.33214 0.100
H -1.09474 -1.42353 2.62400 0.101
H 0.27812 -0.22585 0.91311 0.073
F -1.54905 -5.44573 1.56130 0.059
C -2.45911 -6.09714 2.30979 -0.283
C -2.09234 -7.24705 2.97941 -0.015
C -3.04795 -7.90643 3.74008 -0.082
C -4.34577 -7.41690 3.81293 -0.095
C -4.68941 -6.25942 3.12716 -0.076
C -3.73836 -5.58800 2.37254 -0.012
H -1.07854 -7.61639 2.89987 0.117
H -2.77792 -8.80682 4.27527 0.105
H -5.08763 -7.93737 4.40361 0.101
H -5.70050 -5.87685 3.18017 0.105
H -3.96717 -4.68020 1.83330 0.072
```

---

2.
A structure of composition C2H5CuLiO2 at a distorted geometry, computed with wB97M-V/def2-TZVPD.

Calculated values
HOMO-LUMO gap: 4.8 eV
ΔE to the lowest compared entry with this formula, charge and spin: 0.0000 eV
charge: -1

XYZ file:
```
11
Properties=species:S:1:pos:R:3:lowdin_charge:R:1
H 0.24404 0.12097 -4.87448 -0.191
Cu 0.30800 0.04559 -2.87850 0.095
O -0.04250 0.57542 -0.66800 -0.553
C 0.43773 -0.32976 0.27653 -0.436
C -0.20853 -0.13814 1.66337 -0.608
O 0.29851 -0.98069 2.59015 -0.330
Li -1.32625 1.51556 0.12523 0.685
H 1.52701 -0.14045 0.41381 0.108
H 0.18546 -1.37995 -0.00152 0.106
H -1.32261 -0.26178 1.47148 0.063
H -0.10086 0.97323 1.88191 0.062
```

---

3.
The molecule C2H7N3S at a distorted geometry, computed with wB97M-V/def2-TZVPD.

Calculated values
HOMO-LUMO gap: 8.6 eV
SMILES: C/C(=N/S)NN
ΔE to the lowest compared entry with this formula, charge and spin: 1.5105 eV
charge: 0

XYZ file:
```
13
Properties=species:S:1:pos:R:3:lowdin_charge:R:1
C -1.78267 -0.49755 -0.47005 -0.050
C -0.61068 0.16130 0.13246 -0.537
H -2.67344 -0.16445 0.01975 0.072
H -1.65825 -1.59012 -0.34897 0.091
H -1.82336 -0.22207 -1.52647 0.084
H 0.45398 -0.86367 -1.32698 0.126
H 2.44807 0.15541 -0.81098 0.085
H 2.09011 -0.97764 0.30373 0.079
H 1.57004 1.49737 1.47170 -0.171
N 0.55886 -0.15518 -0.59665 -0.067
N 1.85790 -0.05592 -0.01575 -0.004
N -0.77375 0.86874 1.17757 -0.366
S 0.34320 1.84379 1.99064 0.659
```

---

4.
A cluster of 2 separate species, C11H15N in total at a distorted geometry, computed with wB97M-V/def2-TZVPD.

Calculated values
HOMO-LUMO gap (alpha / beta): 2.9 / 6.3 eV
⟨S²⟩: 0.7739
ΔE to the lowest compared entry with this formula, charge and spin: 0.7854 eV
charge: -1
2S+1: 2

XYZ file:
```
27
Properties=species:S:1:pos:R:3:lowdin_charge:R:1
C 2.80604 -1.12594 0.75296 -0.081
C -0.34208 0.63752 1.56399 -0.268
C 1.05365 0.63769 1.29083 -0.176
C 1.48561 -0.72520 1.33305 -0.275
C 0.36456 -1.50178 1.59829 -0.155
C -1.07887 1.80789 1.74910 -0.114
C -0.39929 3.05114 1.77410 -0.188
C 1.71786 1.90876 1.18936 -0.104
C 0.94759 3.04546 1.38265 -0.209
N -0.75591 -0.66155 1.70661 0.030
H -1.65538 -0.91150 2.06801 0.121
H -2.14219 1.76474 1.96465 0.059
H 0.30972 -2.47352 2.07184 0.059
H -0.76354 4.02880 2.05224 0.057
H 2.72155 1.95353 0.77736 0.058
H 2.70997 -1.93195 0.06487 0.043
H 3.45156 -1.56116 1.53367 0.061
H 1.39211 4.04184 1.39099 0.069
H 3.36336 -0.24796 0.47302 0.050
C -2.62657 -1.26246 -3.30162 -0.181
C -1.14755 -1.66966 -3.44157 -0.173
H -2.69279 -0.23520 -2.94610 0.056
H -3.23000 -1.36438 -4.19750 0.047
H -3.13427 -1.83975 -2.52512 0.054
H -0.93268 -1.94731 -4.47075 0.051
H -0.56898 -0.87234 -2.99534 0.058
H -0.85346 -2.54570 -2.85957 0.051
```

---

5.
A cluster of 9 separate species, C27H72O27S9 in total at a distorted geometry, computed with wB97M-V/def2-TZVPD.

Calculated values
HOMO-LUMO gap: 10.5 eV
SMILES: CCOS(C)(=O)=O.CCOS(C)(=O)=O.CCOS(C)(=O)=O.CCOS(C)(=O)=O.CCOS(C)(=O)=O.CCOS(C)(=O)=O.CCOS(C)(=O)=O.CCOS(C)(=O)=O.CCOS(C)(=O)=O
ΔE to the lowest compared entry with this formula, charge and spin: 7.5545 eV
charge: 0

XYZ file:
```
135
Properties=species:S:1:pos:R:3:lowdin_charge:R:1
O -2.15318 -0.70950 1.69357 -0.313
S -2.12203 -0.75474 0.19432 0.717
O -2.98988 0.06658 -0.60973 -0.282
O -0.55782 -0.51027 -0.21292 -0.276
C -0.10872 0.72919 0.07295 -0.317
C 0.95713 0.98763 -1.06987 -0.025
C -2.25551 -2.61405 -0.24204 -0.057
H 0.29354 0.89473 1.07239 0.113
H -0.89507 1.47451 -0.04647 0.106
H 0.67895 0.81352 -2.10930 0.085
H 1.93927 0.57718 -0.83526 0.054
H 1.12518 2.05893 -0.95949 0.044
H -2.02291 -2.87436 -1.27462 0.070
H -3.28922 -2.89820 -0.04506 0.016
H -1.77683 -3.11427 0.59983 0.048
O 3.45829 5.34210 5.23663 -0.293
S 3.68324 5.03389 3.80541 0.644
O 4.74794 4.16350 3.36383 -0.309
O 2.33594 4.49764 3.09093 -0.272
C 2.20188 3.07261 2.95102 -0.273
C 1.03009 2.67400 3.81503 -0.058
C 3.84845 6.59053 2.90690 -0.114
H 3.10996 2.49141 3.11134 0.111
H 1.98904 2.92346 1.89246 0.103
H 0.77489 1.61466 3.78725 0.076
H 0.18003 3.24029 3.43449 0.083
H 1.10634 2.92962 4.87189 0.087
H 3.15237 7.20125 3.48188 0.064
H 3.84594 6.52547 1.81885 0.074
H 4.82879 6.95425 3.21472 0.069
O -5.73323 -2.01015 -0.60310 -0.319
S -5.92457 -2.47628 -2.01293 0.726
O -6.92711 -1.88584 -2.89839 -0.297
O -4.48836 -2.26209 -2.84222 -0.292
C -4.51788 -1.80153 -4.19731 -0.276
C -3.04680 -1.55756 -4.53954 -0.061
C -5.91975 -4.40601 -1.97025 -0.067
H -4.95202 -0.82078 -4.39162 0.077
H -5.13916 -2.41179 -4.85283 0.120
H -2.55856 -0.65780 -4.16516 0.073
H -2.97166 -1.30549 -5.59732 0.065
H -2.29268 -2.32348 -4.35852 0.075
H -6.75176 -4.63333 -1.30378 0.052
H -4.98473 -4.79552 -1.56761 0.036
H -6.13017 -4.72538 -2.99095 0.059
O 5.80478 -3.23900 2.24532 -0.318
S 6.91001 -3.04946 1.27210 0.747
O 8.08209 -3.98551 1.13447 -0.318
O 6.15555 -3.07542 -0.20160 -0.254
C 4.74871 -3.02334 -0.16268 -0.314
C 4.05095 -1.72046 0.03747 -0.069
C 7.49489 -1.24442 1.38996 -0.088
H 4.27442 -3.84317 0.37679 0.121
H 4.60278 -3.32584 -1.19965 0.127
H 4.47867 -1.03830 0.77219 0.063
H 3.00067 -1.80389 0.31688 0.070
H 4.12299 -1.07482 -0.83777 0.067
H 8.28869 -1.07327 0.66285 0.060
H 7.99277 -1.17316 2.35698 0.060
H 6.73589 -0.46995 1.27943 0.046
O -4.07044 -3.66329 2.63107 -0.294
S -4.33114 -4.99250 2.02040 0.735
O -4.00486 -5.19931 0.56631 -0.343
O -3.55013 -6.21979 2.88591 -0.321
C -3.28708 -7.50451 2.23822 -0.235
C -3.21267 -8.35446 3.47107 -0.081
C -6.05127 -5.48478 2.41376 -0.083
H -2.28114 -7.37743 1.83817 0.121
H -3.95354 -7.72911 1.40546 0.120
H -2.67667 -8.00427 4.35321 0.078
H -2.65369 -9.27937 3.32902 0.080
H -4.15656 -8.75185 3.84426 0.080
H -6.27690 -5.15024 3.42632 0.080
H -6.01588 -6.57417 2.42284 0.058
H -6.65377 -5.20224 1.55048 0.067
O 1.32724 -5.09116 4.01025 -0.311
S 0.67272 -4.42318 5.16432 0.670
O 1.36080 -4.01612 6.37687 -0.294
O -0.05913 -3.06425 4.66208 -0.275
C -0.26557 -2.83066 3.25614 -0.248
C 0.98578 -2.35557 2.49907 -0.054
C -0.85799 -5.33617 5.70416 -0.086
H -1.20372 -2.27938 3.19234 0.101
H -0.59636 -3.78065 2.83638 0.101
H 0.71767 -1.94721 1.52467 0.047
H 1.70479 -3.14433 2.27778 0.070
H 1.49623 -1.47063 2.87911 0.081
H -1.55067 -4.67199 6.22103 0.072
H -0.35767 -6.06671 6.33983 0.060
H -1.35358 -5.70858 4.80761 0.043
O -4.84837 3.77682 -4.78755 -0.315
S -5.25770 2.48975 -4.20502 0.682
O -6.67844 2.25609 -3.82092 -0.318
O -4.90317 1.31539 -5.26368 -0.339
C -5.30708 1.44112 -6.69112 -0.178
C -5.49893 -0.05722 -7.10156 -0.063
C -4.07166 1.91373 -2.86216 -0.084
H -4.55504 1.96697 -7.27934 0.116
H -6.25737 1.95373 -6.84043 0.118
H -4.62265 -0.70546 -7.10363 0.062
H -6.00711 -0.06010 -8.06585 0.076
H -6.19083 -0.56481 -6.42945 0.074
H -4.18164 0.84924 -2.65513 0.040
H -4.25781 2.53575 -1.98663 0.071
H -3.08787 2.20705 -3.22853 0.063
O -0.89602 8.76974 -0.95968 -0.278
S -0.79695 8.25667 0.36757 0.660
O -1.83318 8.53956 1.38401 -0.291
O -0.51312 6.63534 0.28593 -0.290
C 0.45806 6.06759 -0.56044 -0.279
C -0.30906 4.96079 -1.29159 -0.061
C 0.82965 8.66233 1.10980 -0.103
H 1.26584 5.61794 0.01696 0.115
H 0.86086 6.77864 -1.28173 0.119
H 0.37387 4.56019 -2.04075 0.073
H -1.21290 5.17433 -1.86219 0.089
H -0.48506 4.10341 -0.64197 0.062
H 1.59784 8.47251 0.36017 0.065
H 0.79270 7.86445 1.85151 0.053
H 0.74493 9.61124 1.63942 0.073
O 6.96873 1.54399 -3.81614 -0.285
S 6.75473 2.94762 -3.52601 0.670
O 6.31869 3.82693 -4.61178 -0.294
O 5.57343 3.07451 -2.32223 -0.273
C 5.58541 2.02413 -1.38234 -0.247
C 4.64334 2.57614 -0.14488 -0.034
C 8.18269 3.66582 -2.71325 -0.119
H 6.55512 1.67644 -1.02616 0.106
H 5.06868 1.20344 -1.87990 0.099
H 4.39552 1.83526 0.61524 0.049
H 3.68773 3.08074 -0.28737 0.056
H 5.24011 3.25786 0.46111 0.058
H 8.41598 3.05769 -1.83927 0.064
H 8.11189 4.71788 -2.43710 0.078
H 8.97970 3.62401 -3.45564 0.074
```

---

6.
A cluster of 2 separate species, C28H35N2 in total at a distorted geometry, computed with wB97M-V/def2-TZVPD.

Calculated values
HOMO-LUMO gap: 4.5 eV
ΔE to the lowest compared entry with this formula, charge and spin: 0.0000 eV
charge: +1

XYZ file:
```
65
Properties=species:S:1:pos:R:3:lowdin_charge:R:1
C 3.93148 -3.13196 1.07222 -0.203
C 3.07533 -4.14632 1.82011 -0.174
C 1.60638 -4.17932 1.38562 -0.173
N 0.98027 -2.89970 1.10475 -0.087
C -0.38630 -2.85325 0.93121 -0.221
C -1.11399 -1.69039 0.76484 -0.057
C -2.55922 -1.58722 1.11804 -0.210
C -3.31020 -2.90364 1.43936 -0.194
C -2.61918 -4.12347 0.83554 -0.200
C -1.12362 -4.16101 1.16026 -0.144
C 1.78450 -1.78606 0.64706 -0.181
C 3.25474 -1.76982 1.08514 -0.175
H 4.89521 -3.04944 1.58348 0.113
H 4.12629 -3.46583 0.04556 0.116
H 3.47658 -5.15659 1.68360 0.117
H 3.11146 -3.92633 2.89513 0.118
H 1.52703 -4.84284 0.50478 0.125
H 1.05731 -4.67840 2.19696 0.118
H -0.65413 -0.75795 0.43929 0.055
H -2.68305 -0.92622 1.98980 0.109
H -3.10708 -1.10455 0.29701 0.099
H -3.38792 -3.03156 2.52741 0.111
H -4.33729 -2.84210 1.05807 0.108
H -3.08419 -5.03958 1.21279 0.112
H -2.76595 -4.12253 -0.25070 0.116
H -0.67657 -4.97841 0.57661 0.117
H -1.02408 -4.44237 2.22187 0.126
H 1.75298 -1.72919 -0.45825 0.115
H 1.34648 -0.86148 1.03822 0.075
H 3.30270 -1.35995 2.10306 0.119
H 3.78881 -1.07521 0.42573 0.112
C 1.25686 -0.40230 -3.32617 0.012
C 0.19309 0.58837 -3.09867 -0.177
N -0.67081 0.91937 -4.08108 0.180
C -1.55855 1.90870 -3.65916 -0.184
C -1.25613 2.20002 -2.31615 -0.113
C -2.04291 3.12918 -1.64378 -0.011
C -3.08598 3.76922 -2.32827 -0.051
C -3.37110 3.45272 -3.66915 -0.056
C -2.60124 2.50026 -4.35318 0.001
C -0.13332 1.33696 -1.93133 -0.083
C 0.48540 1.27500 -0.68072 0.099
C 0.65167 2.39135 0.20060 -0.195
C 0.69624 3.73428 -0.28175 -0.014
C 0.77733 4.80261 0.59644 -0.017
C 0.74966 4.59727 1.98401 -0.240
C 0.60956 5.77492 2.89745 -0.034
C 0.82656 3.28273 2.47358 -0.011
C 0.82547 2.20181 1.60147 0.015
H 2.00076 -0.33577 -2.52488 0.084
H 0.84259 -1.42327 -3.36005 0.112
H 1.76140 -0.22369 -4.28770 0.105
H -0.66184 0.50685 -5.00819 0.187
H -1.81971 3.34494 -0.60477 0.113
H -3.68369 4.52626 -1.81880 0.113
H -4.19490 3.94653 -4.18416 0.113
H -2.77355 2.19387 -5.38567 0.120
H 0.98245 0.34499 -0.41042 0.087
H 0.67766 3.91862 -1.35988 0.131
H 0.83602 5.82535 0.21232 0.130
H 0.66422 5.46696 3.94377 0.084
H 1.38608 6.52586 2.71065 0.096
H -0.36033 6.26001 2.72405 0.099
H 0.88657 3.11047 3.55270 0.125
H 0.91968 1.17224 1.96231 0.117
```